Entry one
{
  "formula": "C2H10N2O2",
  "method": "the ωB97M-V functional and the def2-TZVPD basis",
  "symbols": ["C", "N", "C", "N", "H", "H", "H", "H", "H", "H", "H", "H", "O", "H", "H", "O"],
  "coordinates": [[-0.0497, 1.0832, -1.0358], [-0.2494, 2.1473, -0.0336], [-0.6287, 3.4166, -0.3134], [-0.5864, 4.3355, 0.6190], [0.9638, 0.9368, -1.3809], [-0.6967, 1.3303, -1.9185], [-0.6228, 0.2493, -0.6129], [-0.0877, 2.0920, 0.9879], [-0.9987, 3.6124, -1.2962], [-1.2832, 5.1021, 0.4174], [5.1765, -4.1676, -0.6596], [5.3051, -5.2780, -1.5591], [5.6151, -4.3328, -1.5007], [-4.2033, -5.0588, 2.1630], [-4.1784, -3.8431, 1.3452], [-4.2969, -4.0864, 2.3146]],
  "mulliken_spin": [1.86, -0.51, 0.28, -0.01, -0.42, -0.18, -0.49, -0.06, -0.01, 0.00, -0.13, -0.06, 0.32, -0.20, -0.36, 0.96],
  "homo_lumo_gap_ev": [1.90, 9.19],
  "e_lumo_ha": [0.1108, 0.1170],
  "s2": 0.750,
  "total_charge": -1,
  "multiplicity": 2
}

Entry two
{
  "formula": "C2H10N2O2",
  "method": "the ωB97M-V functional and the def2-TZVPD basis",
  "symbols": ["C", "N", "C", "N", "H", "H", "H", "H", "H", "H", "H", "H", "O", "H", "H", "O"],
  "coordinates": [[1.3781, 1.8516, 1.0038], [0.7360, -0.4790, -0.6773], [0.4038, 0.8466, -0.9013], [0.9258, 1.8831, -0.3773], [1.6399, 2.8603, 1.3272], [2.3060, 1.2776, 1.1712], [0.5890, 1.4365, 1.6302], [0.9290, -1.0165, -1.5237], [1.5373, -0.6221, -0.0725], [-0.4425, 0.9404, -1.5829], [-0.1710, -2.9296, 1.3850], [-0.6237, -1.6812, 0.7000], [-0.6239, -2.0945, 1.5826], [-2.6667, -0.7945, -0.0472], [-2.0389, -1.7430, -1.1066], [-2.3838, -0.8403, -0.9796]],
  "mulliken_spin": [0.43, 0.68, 0.92, -0.35, -0.06, -0.02, -0.11, -0.67, 0.04, -0.19, -0.32, 0.02, 0.43, -0.04, -0.11, 0.33],
  "homo_lumo_gap_ev": [3.32, 8.87],
  "e_lumo_ha": [0.1508, 0.1399],
  "s2": 0.751,
  "total_charge": -1,
  "multiplicity": 2
}

Computed relative energies in units of eV: entry one 0.558; entry two 0.000